A) {"formula": "C18H22N2O4S2", "method": "wB97M-V/def2-TZVPD", "symbols": ["C", "H", "H", "H", "C", "N", "S", "O", "O", "C", "C", "C", "C", "C", "C", "H", "H", "H", "H", "H", "C", "H", "H", "C", "N", "S", "O", "O", "C", "C", "C", "C", "C", "C", "H", "H", "H", "H", "H", "C", "H", "H", "C", "H", "H", "H", "H", "H"], "positions_angstrom": [[-0.42521, 1.83910, 1.41091], [-0.94627, 2.50272, 0.72504], [0.53053, 2.27921, 1.67772], [-1.02308, 1.72640, 2.31222], [-0.21819, 0.47120, 0.77910], [0.47951, 0.54925, -0.49948], [1.78887, 1.59213, -0.63621], [2.53036, 1.19147, -1.79572], [2.50723, 1.75424, 0.60007], [0.98101, 3.13988, -1.04064], [1.34254, 4.30262, -0.38920], [0.74476, 5.49813, -0.75535], [-0.20043, 5.51488, -1.76839], [-0.54960, 4.34227, -2.42140], [0.04732, 3.14640, -2.05881], [-0.19723, 2.21796, -2.54939], [-1.28246, 4.36211, -3.21375], [-0.66500, 6.44671, -2.05431], [1.01839, 6.41377, -0.25382], [2.08367, 4.25269, 0.39270], [0.63607, -0.75098, -1.12281], [-0.36442, -1.10501, -1.39938], [1.22945, -0.59766, -2.02389], [1.33148, -1.77740, -0.20856], [0.73836, -1.76697, 1.11429], [-0.33098, -2.96979, 1.50244], [-0.59843, -2.85923, 2.90603], [0.20000, -4.19389, 0.98125], [-1.85960, -2.61688, 0.62245], [-2.03112, -3.09711, -0.66136], [-3.19535, -2.79347, -1.34906], [-4.17222, -2.01748, -0.74461], [-3.99723, -1.55373, 0.55020], [-2.83378, -1.85552, 1.23936], [-2.67279, -1.52855, 2.25456], [-4.76697, -0.96266, 1.02293], [-5.07938, -1.78251, -1.28106], [-3.34222, -3.16553, -2.35171], [-1.26242, -3.71752, -1.09437], [0.54349, -0.47275, 1.71981], [1.51715, -0.03022, 1.95055], [-0.00269, -0.64215, 2.64786], [2.83869, -1.54320, -0.11618], [3.29151, -1.66966, -1.09568], [3.27107, -2.26207, 0.57481], [3.06021, -0.53880, 0.23239], [1.15643, -2.78441, -0.59865], [-1.20117, 0.03207, 0.55017]], "mulliken_charge": [-1.924, 0.381, 0.332, 0.551, 0.792, 0.270, 1.345, -0.772, -0.659, -0.183, -0.021, -0.727, -0.363, -0.696, -0.214, 0.404, 0.402, 0.394, 0.397, 0.474, -1.215, 0.411, 0.652, 0.260, 0.191, 1.231, -0.740, -0.716, 0.177, -0.410, -0.506, -0.545, -0.520, -0.344, 0.482, 0.430, 0.397, 0.432, 0.481, -1.175, 0.202, 0.636, -1.571, 0.413, 0.416, 0.251, 0.454, 0.044], "gap_ev": 9.38, "charge": 0, "lumo_ev": 0.436}

=====

B) {"formula": "C18H22N2O4S2", "method": "wB97M-V/def2-TZVPD", "symbols": ["C", "H", "C", "N", "C", "C", "C", "C", "C", "C", "H", "H", "O", "C", "H", "H", "H", "H", "H", "S", "O", "O", "C", "C", "S", "C", "C", "H", "C", "O", "N", "C", "C", "H", "C", "C", "H", "H", "H", "H", "H", "H", "H", "H", "H", "H", "H", "H"], "positions_angstrom": [[1.09077, 2.66396, -2.16475], [0.71054, 1.67960, -2.42902], [2.45762, 2.57172, -1.48836], [2.46999, 1.76848, -0.28470], [2.64766, 0.38259, -0.30773], [2.51626, -0.37625, -1.47103], [2.65063, -1.74790, -1.43225], [2.90495, -2.41203, -0.23363], [3.06644, -1.65690, 0.92262], [2.95178, -0.27898, 0.87882], [3.11675, 0.29721, 1.77371], [3.29268, -2.12542, 1.86700], [2.98927, -3.76955, -0.30605], [3.17575, -4.49202, 0.88682], [2.36489, -4.30625, 1.59822], [3.16798, -5.54199, 0.59844], [4.13590, -4.25413, 1.35643], [2.54879, -2.33429, -2.33157], [2.31495, 0.09627, -2.41849], [1.81301, 2.44587, 1.09887], [2.77979, 2.50692, 2.15365], [1.18230, 3.67457, 0.71580], [0.56523, 1.26144, 1.57747], [0.44572, 0.78944, 2.84595], [-0.81873, -0.35602, 2.97917], [-1.21812, -0.17364, 1.30536], [-0.38590, 0.71644, 0.69173], [-0.42175, 0.95811, -0.35337], [-2.26285, -1.05575, 0.71508], [-2.22216, -2.26321, 0.86671], [-3.22380, -0.43721, 0.00508], [-3.47610, 0.99369, -0.04063], [-4.85595, 1.11830, -0.69525], [-4.74785, 1.24743, -1.77242], [-5.51732, -0.22697, -0.39977], [-4.34588, -1.19269, -0.52680], [-4.15557, -1.44769, -1.57525], [-4.46051, -2.11652, 0.04162], [-5.90689, -0.24193, 0.61852], [-6.32531, -0.45902, -1.08921], [-5.41775, 1.96179, -0.30062], [-3.47513, 1.40672, 0.97385], [-2.71047, 1.51389, -0.62009], [1.04446, 1.05907, 3.69197], [3.20820, 2.16625, -2.17160], [2.76782, 3.57454, -1.18762], [1.17533, 3.25810, -3.07136], [0.39255, 3.15399, -1.49132]], "mulliken_charge": [-1.031, 0.246, -0.980, -0.110, -0.038, -0.328, -1.027, 0.789, -0.391, -0.456, 0.791, 0.413, -0.470, -0.820, 0.330, 0.242, 0.321, 0.427, 0.368, 1.482, -0.730, -0.714, 0.243, -0.286, -0.255, 0.170, -1.135, 0.657, 0.360, -0.689, 0.141, -0.371, -0.642, 0.300, -0.598, -0.640, 0.260, 0.338, 0.285, 0.358, 0.369, 0.326, 0.119, 0.577, 0.590, 0.452, 0.446, 0.310], "gap_ev": 8.40, "charge": 0, "lumo_ev": 0.463}

=====

C) {"formula": "C18H22N2O4S2", "method": "wB97M-V/def2-TZVPD", "symbols": ["O", "S", "O", "N", "H", "C", "C", "C", "C", "C", "C", "C", "H", "H", "H", "H", "H", "H", "H", "C", "C", "C", "C", "C", "C", "H", "H", "S", "O", "O", "N", "C", "C", "C", "C", "C", "H", "H", "H", "H", "H", "H", "H", "H", "H", "H", "H", "H"], "positions_angstrom": [[-2.32181, -2.42979, -1.12972], [-1.80992, -2.20203, 0.19073], [-2.12390, -3.12061, 1.24236], [-2.21585, -0.67595, 0.73639], [-2.73754, -0.72555, 1.59767], [-2.73560, 0.29655, -0.21223], [-4.24077, 0.35496, -0.20057], [-4.97882, -0.65728, -0.80296], [-6.36122, -0.63363, -0.75545], [-7.01849, 0.39842, -0.10578], [-6.28867, 1.40664, 0.49973], [-4.90511, 1.38300, 0.45520], [-4.33674, 2.17148, 0.92878], [-6.79648, 2.21264, 1.00891], [-8.09772, 0.41660, -0.07078], [-6.92758, -1.42224, -1.22779], [-4.45921, -1.46244, -1.30028], [-2.37398, -0.01685, -1.19301], [-2.30927, 1.27570, 0.03345], [-0.03322, -2.00986, 0.08061], [0.70595, -2.00770, 1.24879], [2.07350, -1.79423, 1.17951], [2.66240, -1.58927, -0.05546], [1.92627, -1.62120, -1.22519], [0.55719, -1.83137, -1.15568], [-0.06011, -1.87190, -2.03914], [2.43677, -1.49816, -2.16745], [4.42728, -1.22652, -0.13754], [4.89882, -1.63480, -1.42604], [5.03645, -1.75962, 1.04314], [4.57645, 0.41690, -0.06266], [4.25729, 1.19841, -1.23198], [2.84238, 1.77889, -1.17481], [2.65840, 2.55968, 0.12505], [2.94156, 1.64832, 1.31779], [4.35524, 1.07356, 1.20206], [4.55701, 0.33468, 1.97738], [5.08761, 1.88434, 1.29423], [2.21108, 0.83660, 1.33585], [2.85608, 2.20604, 2.25140], [1.64240, 2.95389, 0.18597], [3.35051, 3.40470, 0.14185], [2.10795, 0.97199, -1.21958], [2.68723, 2.43074, -2.03561], [4.39180, 0.54261, -2.09199], [4.98483, 2.01590, -1.29996], [2.69744, -1.79836, 2.05939], [0.20211, -2.18387, 2.18541]], "mulliken_charge": [-0.647, 1.372, -0.745, -0.189, 0.320, -1.031, 0.594, -0.307, -0.686, -0.396, -0.541, -0.454, 0.341, 0.375, 0.377, 0.394, 0.464, 0.412, 0.464, 0.098, -0.650, -0.767, 0.106, -0.714, -0.336, 0.569, 0.537, 1.266, -0.724, -0.720, 0.127, -0.943, -0.031, -0.894, -0.060, -0.940, 0.383, 0.380, -0.025, 0.394, 0.404, 0.330, -0.047, 0.402, 0.385, 0.378, 0.523, 0.451], "gap_ev": 9.43, "charge": 0, "lumo_ev": 0.018}

=====

Most stable structure - C); separation to the second - 8.1 kJ/mol.